No. 1
ORCA calculation (ωB97M-V/def2-TZVPD) on 2 unconnected molecules or ions with the total composition C5H9ClO2PS.

The geometry in ORCA input format:
```
! wB97M-V def2-TZVPD RIJCOSX def2/J DEFGRID3
* xyz -1 1
C 0.189 -1.176 -2.071
C -0.118 -0.970 -0.819
C -1.262 -0.933 0.106
C -1.143 0.317 1.062
C -1.255 1.565 0.293
O 1.942 1.019 1.511
O 2.766 -1.208 0.989
P 2.188 0.202 0.309
S 3.378 0.993 -1.043
Cl -2.888 1.859 -0.464
H 1.085 -0.916 -2.447
H -0.468 -1.700 -2.693
H -1.325 -1.825 0.583
H -2.200 -0.597 -0.576
H -0.189 0.179 1.371
H -1.888 0.082 1.820
H -1.130 2.434 0.766
H -0.659 1.589 -0.524
H 2.979 -0.913 1.829
*
```

**Energy above the lowest of the compared OMol25 structures with the same formula, charge and spin**: 30.50 kcal per mole
**LUMO level (alpha / beta)**: 0.1169 / 0.1169 hartree

***

No. 2
ORCA calculation (ωB97M-V/def2-TZVPD) on a single C8H14N4O5 molecule.

The geometry in ORCA input format:
```
! wB97M-V def2-TZVPD RIJCOSX def2/J DEFGRID3
* xyz 0 1
N -3.979 1.544 -1.116
C -2.802 1.314 -0.539
O -2.033 2.165 -0.061
C -2.635 -0.101 -0.294
C -1.208 -0.645 -0.013
N -0.423 -1.214 -0.943
C 0.867 -1.581 -0.992
O 1.298 -2.258 -1.883
C 1.774 -1.040 0.154
N 3.126 -1.486 -0.135
C 1.809 0.494 0.524
C 2.993 1.387 0.192
N 3.084 2.452 1.069
O 3.793 1.158 -0.773
C -1.160 -1.129 1.602
O -0.806 -0.369 2.474
O -1.637 -2.417 1.796
H -4.486 0.843 -1.502
H -4.017 2.455 -1.566
H -3.093 -0.579 -1.274
H -3.324 -0.509 0.531
H -0.731 0.237 0.251
H -0.747 -1.338 -1.870
H 1.452 -1.548 1.037
H 3.000 -2.185 -0.877
H 3.649 -0.626 -0.456
H 0.956 1.086 -0.159
H 1.574 0.560 1.561
H 3.555 3.300 0.846
H 2.168 2.671 1.424
H -2.018 -2.642 0.991
*
```

**Energy above the lowest of the compared OMol25 structures with the same formula, charge and spin**: 97.38 kcal per mole
**SMILES string**: NC(=O)C[C@H](NC(=O)[C@@H](N)CC(N)=O)C(=O)O
**LUMO level**: 0.0016 hartree

***

No. 3
ORCA calculation (ωB97M-V/def2-TZVPD) on a molecular structure, C14H15N2O7V.

The geometry in ORCA input format:
```
! wB97M-V def2-TZVPD RIJCOSX def2/J DEFGRID3
* xyz 1 2
O -9.299 17.366 -21.829
V -10.505 16.416 -21.525
O -9.884 14.980 -21.409
C -10.461 18.397 -17.989
C -11.080 17.155 -18.591
O -11.741 17.344 -19.863
H -9.658 18.769 -18.624
H -10.064 18.131 -17.009
H -11.324 19.046 -17.840
H -11.793 16.622 -17.962
H -10.313 16.418 -18.826
C -9.997 12.222 -16.479
C -10.475 11.757 -15.273
C -10.970 12.605 -14.268
C -10.889 13.983 -14.473
C -10.542 14.453 -15.784
C -10.034 13.619 -16.786
N -10.975 14.887 -13.256
O -11.241 16.071 -13.481
O -10.997 14.447 -12.133
H -9.578 11.528 -17.192
H -10.439 10.688 -15.119
H -11.220 12.267 -13.273
H -10.655 15.522 -15.890
H -9.786 13.862 -17.808
C -10.007 23.151 -18.631
C -10.527 22.174 -17.752
C -10.685 22.394 -16.436
C -10.530 23.730 -15.996
C -9.937 24.684 -16.837
C -9.700 24.418 -18.170
N -10.817 24.126 -14.580
O -10.185 25.088 -14.093
O -11.697 23.493 -14.065
H -9.832 22.865 -19.658
H -10.806 21.305 -18.329
H -11.196 21.622 -15.880
H -9.828 25.691 -16.461
H -9.294 25.061 -18.937
*
```

**LUMO level (alpha / beta)**: -0.2078 / -0.3452 hartree